(1)
Molecular formula: C4H9NOS
Method: DFT, ωB97M-V/def2-TZVPD

Calculated values
* SMILES: C=NO[C@H](C)CS
* E_HOMO: -9.218 eV

Each line ends with the Mulliken charge.
Positions of all 16 atoms, in Å:
1 C -0.48 1.90 0.03  -1.33
2 H -1.52 2.00 -0.35  0.42
3 H -0.73 -0.44 1.56  0.35
4 C 0.02 0.46 -0.27  0.62
5 N 2.16 -0.62 -0.40  -0.56
6 H -0.42 -1.58 0.32  0.36
7 S -2.53 -0.69 -0.11  -0.18
8 O 1.41 0.49 0.05  -0.04
9 H 3.66 0.18 0.85  0.27
10 H -0.07 0.22 -1.33  0.27
11 H 4.04 -1.38 -0.15  0.29
12 C -0.81 -0.57 0.46  -0.95
13 H -0.37 2.13 1.11  0.31
14 C 3.32 -0.61 0.16  -0.28
15 H -2.96 0.52 0.39  0.10
16 H 0.13 2.66 -0.48  0.34



(2)
Molecular formula: C4H9NOS
Method: DFT, ωB97M-V/def2-TZVPD

Calculated values
* E_HOMO: -8.839 eV

Each line ends with the Mulliken charge.
Positions of all 16 atoms, in Å:
1 H 1.63 2.33 -0.07  0.41
2 C -0.87 -1.51 0.44  -0.44
3 H -0.69 -1.85 1.55  0.33
4 C 0.13 0.78 -0.38  0.17
5 H 1.05 -2.35 0.20  0.36
6 C 0.43 -1.59 -0.32  -0.81
7 H 0.54 2.18 1.25  0.42
8 H 1.47 -0.33 0.81  0.29
9 H -1.59 -2.06 -0.16  0.35
10 C 0.64 2.12 0.23  -1.41
11 H -0.11 0.73 -1.52  0.29
12 O -2.42 0.13 -0.76  -0.63
13 H -0.07 2.96 -0.05  0.35
14 N 1.14 -0.33 -0.20  -0.46
15 H 0.21 -1.43 -1.37  0.40
16 S -1.49 0.22 0.36  0.40



(3)
Molecular formula: C4H9NOS
Method: DFT, ωB97M-V/def2-TZVPD

Calculated values
* SMILES: OC[C@@]1(CS)CN1
* E_HOMO: -8.986 eV

Each line ends with the Mulliken charge.
Positions of all 16 atoms, in Å:
1 H 1.55 0.08 1.64  0.34
2 H -1.41 -1.75 -0.41  0.25
3 H 2.36 -1.06 -0.32  0.21
4 C 1.18 -1.29 -0.10  -0.86
5 C 0.16 -0.19 -0.01  1.44
6 H -2.18 -0.42 1.50  0.16
7 O -0.02 2.13 0.41  -0.49
8 S -2.63 -0.01 0.33  -0.24
9 N 0.72 -0.62 1.36  -0.68
10 H -1.28 -0.41 -1.69  0.35
11 H 1.68 1.32 -0.08  0.33
12 H -1.11 2.16 0.22  0.37
13 C 0.64 1.22 -0.33  -0.85
14 C -1.21 -0.54 -0.58  -0.82
15 H 0.66 1.76 -1.54  0.21
16 H 0.88 -2.37 -0.40  0.27



(4)
Molecular formula: C4H9NOS
Method: DFT, ωB97M-V/def2-TZVPD

Calculated values
* SMILES: CNC(=O)CCS
* E_HOMO: -9.099 eV

Each line ends with the Mulliken charge.
Positions of all 16 atoms, in Å:
1 C 0.80 0.52 -0.57  0.44
2 H -1.17 -0.22 -2.12  0.26
3 H -0.57 -0.69 0.54  0.43
4 H 1.83 -1.57 1.14  0.32
5 S -2.99 -1.01 -1.05  -0.23
6 C -0.61 0.20 -0.09  -0.57
7 H 2.70 0.72 0.02  0.27
8 H -3.80 -0.35 -0.23  0.11
9 C -1.63 0.19 -1.23  -0.61
10 H -2.00 1.20 -1.36  0.36
11 N 1.80 0.42 0.36  -0.15
12 H -0.87 0.96 0.64  0.32
13 H 0.97 -0.38 2.12  0.29
14 H 2.71 -0.41 2.07  0.32
15 O 1.02 0.93 -1.69  -0.63
16 C 1.82 -0.52 1.45  -0.92



(5)
Molecular formula: C4H9NOS
Method: DFT, ωB97M-V/def2-TZVPD

Calculated values
* SMILES: C=C[S@](C)(=O)=NC
* E_HOMO: -8.712 eV

Each line ends with the Mulliken charge.
Positions of all 16 atoms, in Å:
1 H 0.71 0.86 2.04  0.33
2 O 0.42 1.44 -1.17  -0.63
3 C 2.34 -0.72 0.52  -0.63
4 C -1.29 -0.68 -1.17  -0.29
5 H 2.00 -0.23 1.47  0.15
6 H -1.10 0.29 2.00  0.27
7 H -3.01 -0.80 -2.04  0.32
8 N 1.07 -0.90 -0.22  -0.49
9 H 2.86 -1.57 0.59  0.30
10 H 2.89 0.00 -0.08  0.27
11 H -0.55 1.93 1.19  0.36
12 H -1.14 -1.72 -1.15  0.44
13 S 0.09 0.25 -0.39  0.93
14 C -2.36 -0.12 -1.65  -0.61
15 H -2.61 0.98 -1.48  0.22
16 C -0.31 0.97 1.54  -0.96



(6)
Molecular formula: C4H9NOS2
Method: DFT, ωB97M-V/def2-TZVPD

Calculated values
* SMILES: COCC(=S)NSC
* E_HOMO: -8.408 eV

Each line ends with the Mulliken charge.
Positions of all 17 atoms, in Å:
1 C 0.73 0.07 -0.44  0.24
2 H 0.57 2.01 2.80  0.26
3 N -0.28 0.61 0.28  -0.27
4 C 0.60 -1.45 -0.50  -0.46
5 H -1.14 -2.43 -2.17  0.31
6 H 0.97 -1.81 -1.46  0.39
7 H 0.72 3.65 2.08  0.30
8 H -1.69 -0.80 -1.72  0.30
9 O -0.72 -1.89 -0.22  -0.45
10 H 1.26 -1.86 0.27  0.29
11 H -0.93 -0.08 0.67  0.32
12 C -1.56 -1.82 -1.35  -0.66
13 H -2.52 -2.21 -1.05  0.25
14 C 0.76 2.57 1.88  -0.72
15 H 1.74 2.31 1.45  0.23
16 S -0.52 2.26 0.62  -0.03
17 S 1.98 0.85 -1.14  -0.32



(7)
Molecular formula: C4H9NS
Method: DFT, ωB97M-V/def2-TZVPD

Calculated values
* E_HOMO: -8.503 eV

Each line ends with the Mulliken charge.
Positions of all 15 atoms, in Å:
1 H -1.31 -2.68 0.69  0.24
2 H -0.61 1.66 -0.37  0.28
3 H 1.75 2.43 -1.12  0.26
4 H -0.55 -1.19 -1.07  0.29
5 C -0.96 -1.93 1.76  -0.70
6 N 0.75 0.78 -2.42  -0.56
7 H 0.98 -0.95 0.18  0.27
8 H 0.29 1.58 -2.85  0.24
9 C 1.64 1.40 -1.16  -0.63
10 C 0.19 0.87 -0.91  0.06
11 H 0.19 -2.55 2.94  0.21
12 C 0.01 -0.49 -0.34  -0.44
13 S -0.71 -0.13 1.30  -0.01
14 H 2.54 0.91 -0.95  0.28
15 H -2.44 -1.68 2.58  0.20



(8)
Molecular formula: C4H9NS
Method: DFT, ωB97M-V/def2-TZVPD

Calculated values
* SMILES: CC(C)NC=S
* E_HOMO: -8.143 eV

Each line ends with the Mulliken charge.
Positions of all 15 atoms, in Å:
1 H 0.37 -0.90 2.18  0.35
2 H -0.75 -0.15 -1.87  0.26
3 H 0.39 0.70 1.49  0.42
4 H -1.22 -0.05 1.55  0.39
5 H -1.48 1.37 0.49  0.30
6 C -0.15 -0.22 1.47  -1.52
7 H 1.98 0.56 -0.24  0.36
8 H 1.70 -0.56 -1.47  0.39
9 C -1.50 1.13 -0.56  -0.29
10 H 0.03 -1.70 -0.12  0.25
11 H 2.20 -1.13 0.07  0.42
12 N -0.77 0.11 -0.90  -0.12
13 S -2.54 1.90 -1.63  -0.36
14 C 0.12 -0.62 -0.02  0.58
15 C 1.63 -0.43 -0.42  -1.43



(9)
Molecular formula: C4H9NS
Method: DFT, ωB97M-V/def2-TZVPD

Calculated values
* SMILES: CNCCC=S
* E_HOMO: -8.392 eV

Each line ends with the Mulliken charge.
Positions of all 15 atoms, in Å:
1 H -0.24 -1.84 0.38  0.27
2 C 1.04 1.19 -0.06  -0.48
3 C -0.39 0.85 0.44  -0.55
4 S 3.12 -0.61 0.12  -0.22
5 H 0.93 1.95 -0.86  0.28
6 H -1.83 -1.29 1.08  0.36
7 H -0.96 1.77 0.35  0.35
8 H -1.93 0.18 -0.82  0.25
9 H -1.72 -2.11 -0.56  0.32
10 H 1.24 -0.58 -1.35  0.33
11 C -1.25 -1.42 0.17  -0.91
12 C 1.74 -0.04 -0.51  -0.31
13 H 1.62 1.69 0.66  0.39
14 H -0.37 0.39 1.43  0.33
15 N -1.01 -0.13 -0.47  -0.39



(10)
Molecular formula: C4H9NS
Method: DFT, ωB97M-V/def2-TZVPD

Calculated values
* SMILES: CNC[C@H]1CS1
* E_HOMO: -8.786 eV

Each line ends with the Mulliken charge.
Positions of all 15 atoms, in Å:
1 H 0.15 -1.43 0.73  0.45
2 C -2.02 0.99 -0.33  -0.74
3 H -2.45 1.90 0.16  0.29
4 H 3.09 0.40 -0.17  0.34
5 H 1.03 0.80 0.89  0.24
6 H 2.29 -0.68 -1.27  0.31
7 N 0.95 0.35 -0.03  -0.37
8 H -1.41 0.16 1.68  0.41
9 C -1.39 0.03 0.57  -0.07
10 H -1.43 1.19 -1.18  0.29
11 C -0.16 -0.69 0.05  -0.73
12 C 2.26 -0.27 -0.28  -0.95
13 H -0.32 -1.06 -0.98  0.36
14 H 2.46 -1.13 0.34  0.33
15 S -3.06 -0.54 -0.20  -0.17



(11)
Molecular formula: C4H9NS
Method: DFT, ωB97M-V/def2-TZVPD

Calculated values
* SMILES: NC[C@H]1C[C@@H]1S
* E_HOMO: -8.429 eV

Each line ends with the Mulliken charge.
Positions of all 15 atoms, in Å:
1 H -2.24 -1.52 -0.87  0.26
2 H -1.37 0.85 1.22  0.28
3 H -2.08 0.29 -0.89  0.28
4 N -2.22 -0.58 -0.30  -0.60
5 H 0.77 1.23 -1.32  0.27
6 S 2.96 -0.42 0.02  -0.24
7 H 1.48 0.39 1.59  0.22
8 H -0.95 -1.07 1.74  0.23
9 H 2.71 -0.81 -1.23  0.09
10 C 0.55 1.15 -0.27  -0.85
11 C 0.14 -0.23 -0.09  0.24
12 C -1.17 -0.23 0.75  -0.48
13 C 1.45 0.08 0.48  -0.17
14 H -0.23 1.95 0.01  0.29
15 H 0.20 -1.09 -0.84  0.19



(12)
Molecular formula: C4H9NS
Method: DFT, ωB97M-V/def2-TZVPD

Calculated values
* E_HOMO (alpha / beta): -7.517 / -8.602 eV

Each line ends with the Mulliken charge.
Positions of all 15 atoms, in Å:
1 H 0.42 0.93 1.99  0.33
2 H 0.61 0.87 -1.66  0.22
3 N -0.22 -1.27 0.83  -0.42
4 H -1.18 1.59 1.92  0.34
5 H -1.47 1.38 -1.01  0.12
6 H 0.13 -3.10 0.44  0.29
7 H 0.99 -0.85 -1.78  0.32
8 H -0.05 1.86 0.65  0.36
9 S -2.00 0.08 -0.78  -0.21
10 C -0.72 -0.11 0.57  0.45
11 H -1.62 -2.54 0.01  0.38
12 C -0.70 -2.41 0.42  -0.53
13 C -0.37 1.14 1.35  -1.15
14 H 2.07 0.28 -0.63  0.28
15 C 1.33 0.11 -1.44  -0.78